[1]
C20H28IN7O2V as an isolated structure, computed with the ωB97M-V functional and the def2-TZVPD basis.

## Properties
electronic energy = -69467.220 eV
orbital gap (spin up / spin down) = 4.04 / 4.85 eV
net charge = +4
spin multiplicity = 2
HOMO energy (spin up / spin down) = -19.1 / -19.1 eV
<S²> = 0.78

XYZ file:
```
59
Properties=species:S:1:pos:R:3:nbo_charge:R:1
V -0.213 -1.132 -0.298 1.599
O 2.304 4.030 -3.789 -0.711
C 3.038 2.850 -3.772 -0.129
C 2.305 1.851 -2.958 0.173
C 2.867 0.610 -2.622 -0.195
C 2.150 -0.260 -1.841 0.062
N 0.911 0.029 -1.380 -0.532
C 0.339 1.222 -1.724 0.253
C 1.010 2.136 -2.497 -0.212
C -1.014 1.399 -1.171 0.196
C -1.795 2.519 -1.288 -0.202
C -3.060 2.559 -0.675 0.196
C -3.884 3.787 -0.766 -0.133
O -3.208 4.719 -1.541 -0.709
C -3.497 1.428 0.040 -0.214
C -2.665 0.346 0.144 0.065
N -1.441 0.318 -0.447 -0.539
H 2.765 4.729 -4.264 0.524
H 4.053 2.972 -3.366 0.239
H 3.181 2.423 -4.781 0.245
H 3.859 0.332 -2.957 0.283
H 2.577 -1.214 -1.551 0.219
H 0.565 3.085 -2.769 0.298
H -1.469 3.386 -1.849 0.303
H -4.068 4.137 0.265 0.243
H -4.879 3.531 -1.163 0.249
H -3.716 5.531 -1.647 0.525
H -4.474 1.402 0.506 0.288
H -2.958 -0.531 0.716 0.236
C -0.222 -0.068 4.387 -0.424
N 0.377 -0.117 3.048 -0.364
C 0.432 1.177 2.366 -0.415
C 0.900 -1.228 2.526 0.659
N 0.777 -1.470 1.149 -0.754
N 1.527 -2.117 3.272 -0.302
C 2.157 -1.766 4.549 -0.429
C 1.691 -3.517 2.863 -0.448
H -1.280 0.177 4.281 0.238
H 0.244 0.713 4.989 0.250
H -0.143 -1.016 4.908 0.242
H 1.093 1.844 2.924 0.263
H -0.558 1.636 2.343 0.227
H 0.838 1.078 1.361 0.195
H 1.454 -2.191 0.859 0.431
H 2.224 -0.690 4.673 0.238
H 3.168 -2.179 4.546 0.263
H 1.628 -2.205 5.396 0.252
H 2.688 -3.696 2.453 0.244
H 0.923 -3.820 2.152 0.209
H 1.586 -4.152 3.742 0.281
I -3.760 -5.222 -2.900 0.425
C -2.047 -4.187 -2.318 -0.269
C -0.722 -4.501 -2.640 0.098
N 0.076 -3.590 -2.075 -0.299
N -0.652 -2.681 -1.382 -0.415
C -1.954 -3.044 -1.538 -0.021
H -0.338 -5.319 -3.235 0.299
H 1.081 -3.553 -2.150 0.448
H -2.773 -2.490 -1.102 0.257
```


[2]
A 5-piece molecular cluster, C43H92F3N2O5 overall, computed with the ωB97M-V functional and the def2-TZVPD basis.

## Properties
electronic energy = -67444.269 eV
orbital gap = 9.00 eV
net charge = +1
spin multiplicity = 1
HOMO energy = -11.1 eV

XYZ file:
```
145
Properties=species:S:1:pos:R:3:mulliken_charge:R:1
C 1.417 -4.581 2.298 -0.993
C 1.221 -3.368 1.729 -0.766
C 2.068 -2.855 0.601 -0.350
C 1.300 -1.828 -0.265 0.901
C 0.740 -2.528 -1.526 -0.405
O 0.722 -1.679 -2.657 -0.361
C 2.019 -1.277 -3.047 -0.065
C 1.829 -0.180 -4.109 -1.789
C 2.470 -0.583 -5.451 -1.003
C 2.618 0.598 -6.382 0.891
F 3.403 0.247 -7.431 -0.271
F 3.184 1.669 -5.778 -0.268
F 1.434 0.996 -6.892 -0.270
C 2.910 -0.808 -1.862 0.220
C 4.100 -1.748 -1.648 -2.259
N 4.766 -1.486 -0.374 -0.059
C 5.493 -2.702 0.066 -0.795
N 2.125 -0.628 -0.609 0.529
C 1.316 0.624 -0.735 -0.668
C 0.606 1.028 0.564 -0.991
C -0.920 0.771 0.307 0.007
C -1.592 1.805 -0.630 -0.698
C -2.519 1.066 -1.609 -0.610
C -3.494 0.106 -0.948 -0.029
C -4.536 -0.463 -1.918 -1.160
C -4.165 -1.834 -2.470 -0.445
C -4.031 -2.927 -1.415 -0.172
C -3.926 -4.327 -2.021 -1.157
C -2.573 -4.525 -2.721 1.273
C -2.261 -6.027 -2.958 -1.165
C -1.164 -6.516 -1.999 -0.628
C 0.234 -6.412 -2.627 -0.313
C 1.285 -6.350 -1.514 -1.068
H 1.526 -4.636 3.377 0.268
H 1.473 -5.510 1.741 0.257
H 0.436 -2.727 2.131 0.485
H 2.989 -2.433 1.000 0.058
H 2.357 -3.720 -0.006 0.508
H 0.434 -1.556 0.327 0.235
H 1.332 -3.413 -1.776 0.519
H -0.297 -2.784 -1.328 -0.849
H 2.543 -2.110 -3.532 1.015
H 2.252 0.771 -3.791 0.492
H 0.764 -0.026 -4.271 0.524
H 1.805 -1.291 -5.940 0.366
H 3.455 -1.003 -5.266 0.421
H 3.322 0.154 -2.153 0.985
H 4.793 -1.555 -2.473 0.606
H 3.784 -2.785 -1.742 0.575
H 5.470 -0.768 -0.493 0.304
H 6.341 -2.443 0.690 0.217
H 5.851 -3.272 -0.796 0.364
H 4.805 -3.365 0.587 0.234
H 2.771 -0.482 0.175 -0.005
H 1.952 1.447 -1.058 0.488
H 0.575 0.522 -1.522 0.386
H 0.735 2.070 0.842 0.506
H 0.862 0.385 1.408 0.245
H -1.471 0.588 1.227 0.936
H -0.941 -0.169 -0.249 -0.615
H -0.806 2.244 -1.251 0.348
H -2.131 2.583 -0.094 0.295
H -3.077 1.835 -2.151 0.627
H -1.908 0.570 -2.371 -0.121
H -3.950 0.627 -0.103 0.378
H -2.952 -0.735 -0.509 0.143
H -5.475 -0.570 -1.376 0.396
H -4.654 0.226 -2.754 0.300
H -4.970 -2.136 -3.147 0.480
H -3.258 -1.818 -3.078 0.117
H -3.081 -2.770 -0.886 -0.123
H -4.802 -2.871 -0.646 0.401
H -4.703 -4.419 -2.780 0.333
H -4.011 -5.096 -1.253 0.440
H -1.762 -4.079 -2.140 -1.090
H -2.631 -4.038 -3.695 0.413
H -3.192 -6.562 -2.776 0.384
H -1.968 -6.164 -3.998 0.417
H -1.159 -5.851 -1.133 0.261
H -1.364 -7.537 -1.678 0.492
H 0.438 -7.285 -3.244 0.393
H 0.281 -5.502 -3.228 0.254
H 1.266 -7.262 -0.919 0.483
H 2.294 -6.196 -1.896 0.383
H 1.034 -5.538 -0.826 -0.022
C -0.692 4.365 2.348 -0.874
C -1.593 5.205 1.467 -0.618
O -2.965 5.020 1.748 -0.223
C -3.401 5.387 3.047 0.089
C -3.191 6.855 3.374 -1.229
H -0.994 3.315 2.309 0.032
H 0.345 4.444 2.016 0.498
H -0.736 4.690 3.387 0.381
H -1.457 4.893 0.429 0.308
H -1.326 6.267 1.505 0.480
H -2.928 4.749 3.803 -0.173
H -4.467 5.161 3.070 0.376
H -2.132 7.110 3.433 0.280
H -3.647 7.094 4.334 0.425
H -3.640 7.484 2.604 0.294
C 8.864 0.614 3.130 -1.211
C 7.889 -0.526 2.897 0.083
O 6.818 -0.566 3.822 -0.442
C 5.968 0.565 3.838 -0.449
C 5.263 0.814 2.516 -0.722
H 9.223 0.605 4.159 0.301
H 9.718 0.523 2.459 0.426
H 8.403 1.587 2.949 0.272
H 8.411 -1.476 3.015 0.414
H 7.507 -0.504 1.867 -0.078
H 6.518 1.456 4.159 0.328
H 5.225 0.364 4.610 0.283
H 5.971 1.090 1.731 0.253
H 4.540 1.624 2.618 0.528
H 4.744 -0.091 2.191 0.000
C -5.312 4.897 -0.440 -0.977
C -4.594 4.543 -1.730 -0.094
O -5.169 3.459 -2.439 -0.301
C -6.504 3.643 -2.878 -0.367
C -6.682 4.808 -3.837 -1.144
H -5.415 4.014 0.193 0.246
H -4.747 5.652 0.103 0.201
H -6.314 5.291 -0.622 0.429
H -3.575 4.228 -1.495 0.030
H -4.506 5.423 -2.378 0.326
H -7.177 3.741 -2.020 0.327
H -6.775 2.715 -3.384 0.334
H -6.491 5.765 -3.350 0.276
H -7.702 4.824 -4.221 0.404
H -5.990 4.719 -4.675 0.306
C 0.974 0.901 6.984 -0.977
C 0.480 2.139 6.255 -0.408
O 0.335 1.960 4.855 -0.322
C -0.596 0.974 4.447 1.007
C -2.019 1.250 4.901 -0.989
H 1.893 0.529 6.528 0.209
H 1.171 1.134 8.030 0.404
H 0.241 0.093 6.956 0.258
H 1.209 2.941 6.373 0.347
H -0.455 2.501 6.695 0.330
H -0.265 -0.020 4.773 0.395
H -0.565 0.970 3.355 -1.070
H -2.114 1.193 5.985 0.399
H -2.703 0.522 4.465 0.417
H -2.326 2.252 4.594 0.004
```


[3]
A 2-piece molecular cluster, C4H10N3 overall, computed with the ωB97M-V functional and the def2-TZVPD basis.

## Properties
electronic energy = -8771.274 eV
orbital gap = 10.55 eV
net charge = +1
spin multiplicity = 1
HOMO energy = -14.0 eV

XYZ file:
```
17
Properties=species:S:1:pos:R:3:nbo_charge:R:1
C -0.699 0.640 1.432 0.444
C 0.038 -0.120 -0.437 0.477
C -2.100 0.673 1.746 -0.713
C 2.042 -0.645 -1.596 -0.463
N 0.253 0.874 2.172 -0.550
N -0.901 -0.578 -1.254 -0.753
N 1.369 -0.120 -0.492 -0.570
H -2.756 0.199 0.959 0.226
H -2.232 0.103 2.589 0.272
H -2.511 1.576 1.901 0.273
H 3.044 -0.884 -1.218 0.239
H 2.281 0.093 -2.319 0.221
H 1.730 -1.557 -2.080 0.239
H 1.148 0.555 1.790 0.367
H -1.867 -0.683 -0.899 0.440
H -0.696 -0.792 -2.213 0.419
H 1.855 0.664 -0.081 0.430
```


[4]
C25H43AlBr2F7MgN5NaO6P as an isolated structure, computed with the ωB97M-V functional and the def2-TZVPD basis.

## Properties
electronic energy = -231197.999 eV
orbital gap = 2.33 eV
net charge = +1
spin multiplicity = 2
HOMO energy = -10.1 eV
<S²> = 0.75

XYZ file:
```
92
Properties=species:S:1:pos:R:3:mulliken_spin:R:1
C -5.776 1.332 -1.390 0.000
C -4.742 0.799 -1.148 0.000
C -3.440 0.268 -0.733 0.000
N -3.337 -1.171 -0.840 0.000
C -2.388 -1.798 -1.445 0.000
N -2.321 -3.175 -1.433 0.000
C -0.910 -3.500 -1.818 0.000
C -0.721 -2.385 -2.814 0.000
N -1.327 -1.200 -2.145 0.000
C -1.721 -0.286 -3.257 0.000
C -1.347 1.210 -3.263 0.000
C -0.460 1.700 -2.081 0.000
Br 1.378 1.160 -2.116 0.000
H -6.655 1.873 -1.674 0.000
H -2.672 0.773 -1.303 0.000
H -3.275 0.520 0.320 0.000
H -4.210 -1.838 -0.282 0.000
H -2.437 -3.474 -0.464 0.000
H -0.928 -4.467 -2.311 0.000
H -0.217 -3.509 -0.979 0.000
H -1.313 -2.729 -3.670 0.000
H 0.274 -2.209 -3.219 0.000
H -1.390 -0.697 -4.205 0.000
H -2.813 -0.270 -3.276 0.000
H -2.312 1.745 -3.216 0.000
H -0.836 1.482 -4.196 0.000
H -0.896 1.541 -1.095 0.000
H -0.326 2.768 -2.189 0.000
F 1.709 -4.940 -1.638 0.000
P 3.305 -4.561 -1.572 0.000
F 4.656 -4.439 -2.449 0.000
F 3.201 -4.827 0.024 0.000
F 3.850 -3.029 -0.947 0.000
F 2.689 -3.404 -2.768 0.000
F 3.573 -6.150 -1.725 0.000
F 0.550 1.031 -5.378 0.000
Al 2.212 -1.734 -1.558 0.000
Br -5.199 -2.897 0.703 0.000
C 4.589 1.095 -4.670 0.000
C 5.038 -0.234 -4.086 0.000
O 5.526 -0.953 -5.050 0.000
O 4.749 -0.489 -2.935 0.000
H 4.996 1.014 -5.689 0.000
H 3.475 1.059 -4.606 0.000
H 4.883 2.060 -4.269 0.000
Mg 3.841 -0.339 -6.314 0.000
C -7.857 1.647 1.940 0.000
C -9.267 2.193 2.122 0.000
C -10.248 1.643 1.079 0.000
C -9.835 2.011 -0.271 0.000
N -9.504 2.300 -1.329 0.000
H -7.456 1.934 0.966 0.000
H -7.189 2.043 2.705 0.000
H -7.837 0.559 2.006 0.000
H -9.252 3.283 2.058 0.000
H -9.631 1.940 3.119 0.000
H -11.250 2.041 1.245 0.000
H -10.306 0.555 1.140 0.000
C 8.486 0.480 -4.696 0.000
O 9.469 0.087 -4.089 0.000
O 8.337 0.418 -5.937 0.001
O 7.481 1.020 -4.179 0.000
Na -1.776 3.625 -2.083 0.000
C 2.802 -0.736 2.381 0.039
C 1.825 0.250 3.059 0.019
C 2.119 1.677 2.589 0.027
C 3.379 2.284 3.206 -0.021
C 3.344 2.165 4.730 0.025
C 3.104 0.736 5.215 0.023
N 1.903 0.143 4.546 0.342
O 0.821 0.609 5.075 0.565
C 4.358 -0.115 4.956 0.014
C 2.911 0.723 6.725 -0.007
C 0.431 -0.151 2.585 -0.015
H 3.027 -1.595 3.010 -0.020
H 2.357 -1.126 1.466 0.000
H 3.745 -0.272 2.093 0.001
H 1.268 2.318 2.840 0.001
H 2.200 1.677 1.497 0.005
H 4.275 1.803 2.803 0.001
H 3.449 3.336 2.925 0.002
H 4.281 2.530 5.155 0.000
H 2.554 2.816 5.117 0.006
H 4.177 -1.160 5.208 -0.008
H 5.172 0.245 5.584 0.001
H 4.721 -0.070 3.932 0.002
H 2.105 1.380 7.042 0.000
H 3.828 1.067 7.202 0.000
H 2.696 -0.284 7.083 -0.001
H 0.171 -1.154 2.924 -0.007
H 0.420 -0.141 1.491 0.000
H -0.335 0.538 2.934 0.004
```


[5]
C4H8F2N2 in the gas phase, computed with the ωB97M-V functional and the def2-TZVPD basis.

## Properties
electronic energy = -12691.958 eV
orbital gap = 10.54 eV
net charge = 0
spin multiplicity = 1
SMILES = CC/N=C/NC(F)F
HOMO energy = -9.6 eV

XYZ file:
```
16
Properties=species:S:1:pos:R:3:nbo_charge:R:1
C -2.302 -0.833 -0.430 -0.603
C -1.796 0.574 -0.146 -0.234
N -0.362 0.552 -0.386 -0.476
C 0.407 0.414 0.609 0.280
N 1.787 0.438 0.616 -0.650
C 2.646 0.029 -0.425 0.686
F 3.774 0.802 -0.348 -0.345
F 3.230 -1.232 -0.114 -0.367
H -1.847 -1.533 0.335 0.207
H -3.349 -0.803 -0.186 0.203
H -2.242 -1.127 -1.596 0.217
H -2.382 1.283 -0.732 0.204
H -1.899 0.683 0.905 0.163
H -0.075 0.350 1.673 0.132
H 2.158 0.263 1.602 0.412
H 2.251 0.140 -1.375 0.171
```


[6]
BrCdNO3 as an isolated structure, computed with the ωB97M-V functional and the def2-TZVPD basis.

## Properties
electronic energy = -82233.961 eV
orbital gap = 5.21 eV
net charge = 0
spin multiplicity = 1
HOMO energy = -9.2 eV

XYZ file:
```
6
Properties=species:S:1:pos:R:3:nbo_charge:R:1
Cd 1.016 2.144 -0.459 1.413
N -0.553 -0.954 -0.389 0.728
O -1.354 -1.040 -1.304 -0.465
O -0.517 -1.753 0.527 -0.419
O 0.209 0.043 -0.384 -0.726
Br 1.199 1.560 2.008 -0.530
```


[7]
A 3-piece molecular cluster, C2H12NO2S2 overall, computed with the ωB97M-V functional and the def2-TZVPD basis.

## Properties
electronic energy = -29506.017 eV
orbital gap (spin up / spin down) = 9.95 / 5.95 eV
net charge = +2
spin multiplicity = 2
HOMO energy (spin up / spin down) = -17.7 / -17.7 eV
<S²> = 0.76

XYZ file:
```
19
Properties=species:S:1:pos:R:3:nbo_charge:R:1
N 2.102 -0.928 0.671 -0.697
C 1.355 0.372 0.443 -0.283
C -0.121 0.172 0.191 -0.566
S -0.849 1.866 0.251 0.521
S -2.748 1.742 -0.354 0.287
H 2.353 -1.216 -0.279 0.470
H -0.136 -3.236 1.182 0.517
H 2.926 -0.766 1.243 0.453
H 1.940 0.952 -0.279 0.260
H 1.643 1.053 1.250 0.253
H -0.280 -0.434 -0.704 0.275
H -0.656 -0.308 1.004 0.283
H -2.659 1.317 -1.631 0.195
H 3.548 -2.614 -2.626 0.494
H 2.179 -2.610 -3.304 0.496
O 2.609 -2.476 -2.453 -0.985
H 0.492 -3.162 2.635 0.529
H 1.452 -1.564 1.222 0.478
O 0.413 -2.716 1.781 -0.980
```


[8]
C33H42BrIIrN3O5PSe2 as an isolated structure, computed with the ωB97M-V functional and the def2-TZVPD basis.

## Properties
electronic energy = -270562.708 eV
orbital gap (spin up / spin down) = 6.02 / 4.33 eV
net charge = +2
spin multiplicity = 2
HOMO energy (spin up / spin down) = -12.1 / -12.1 eV
<S²> = 0.75

XYZ file:
```
89
Properties=species:S:1:pos:R:3:mulliken_spin:R:1
Ir 0.664 0.027 -0.074 -0.018
Se 2.914 0.067 0.888 0.021
Se 2.382 0.735 3.087 0.037
C 0.653 -0.039 3.153 -0.007
C 0.262 -0.531 4.388 0.003
C -1.003 -1.071 4.523 -0.001
C -1.815 -1.130 3.403 0.003
C -1.334 -0.642 2.206 0.000
N -0.126 -0.070 2.058 0.003
C 2.721 1.896 0.253 0.009
C 3.584 2.959 0.324 -0.005
C 3.129 4.181 -0.164 -0.001
C 1.853 4.271 -0.689 -0.001
C 1.040 3.146 -0.707 -0.002
N 1.471 1.978 -0.239 0.016
H 0.952 -0.507 5.219 0.000
H -1.333 -1.463 5.475 0.000
H -2.800 -1.570 3.438 0.000
H -1.943 -0.730 1.322 0.001
H 4.580 2.838 0.728 -0.003
H 3.773 5.050 -0.137 0.000
H 1.479 5.202 -1.090 0.000
H 0.047 3.167 -1.119 0.000
Br -4.075 -2.112 -2.523 0.000
C -3.286 -0.679 -1.610 0.001
C -4.024 0.421 -1.201 0.000
C -3.368 1.432 -0.517 -0.001
C -2.012 1.328 -0.272 0.003
N -1.310 0.261 -0.683 0.001
C -1.934 -0.733 -1.327 0.000
H -5.084 0.478 -1.407 0.000
H -3.904 2.302 -0.166 0.000
H -1.476 2.097 0.270 -0.001
H -1.345 -1.601 -1.584 0.000
C -1.028 4.066 4.176 -0.001
C -0.314 3.906 2.847 -0.004
O -1.190 3.975 1.728 0.000
C -1.651 5.308 1.491 0.000
C -2.659 5.311 0.361 0.000
H -0.311 3.950 4.989 0.000
H -1.800 3.303 4.289 0.000
H -1.489 5.045 4.292 0.000
H 0.166 2.911 2.837 0.003
H 0.480 4.656 2.736 0.000
H -0.789 5.945 1.255 0.000
H -2.111 5.711 2.395 0.000
H -2.333 4.682 -0.469 0.000
H -2.790 6.323 -0.023 0.000
H -3.632 4.957 0.697 0.000
O 1.794 -2.340 1.587 0.002
C 0.822 -2.709 0.934 0.005
O 0.181 -1.933 0.079 -0.005
C 0.266 -4.076 1.036 -0.001
C 1.078 -5.082 1.543 0.001
C 0.620 -6.395 1.659 0.000
C -0.674 -6.633 1.266 0.000
O -1.347 -7.806 1.282 0.000
C -2.673 -7.526 0.821 0.000
O -2.715 -6.141 0.455 0.000
C -1.495 -5.627 0.766 0.000
C -1.056 -4.340 0.628 -0.001
H 2.083 -4.831 1.854 0.000
H 1.247 -7.188 2.041 0.000
H -3.383 -7.711 1.629 0.000
H -2.889 -8.140 -0.052 0.000
H -1.695 -3.566 0.227 0.000
I 5.562 -1.052 -0.726 0.940
C -0.389 1.452 -3.633 0.000
C 0.185 0.037 -3.593 -0.001
P 1.388 -0.314 -2.262 -0.007
C 2.807 0.737 -2.726 -0.008
C 3.564 0.314 -3.983 0.000
C 1.874 -2.058 -2.474 0.010
C 1.783 -2.636 -3.888 0.001
H -0.946 1.594 -4.558 0.000
H 0.397 2.208 -3.617 0.000
H -1.069 1.646 -2.807 0.000
H 0.745 -0.154 -4.512 0.000
H -0.605 -0.714 -3.576 0.000
H 3.501 0.749 -1.884 0.011
H 2.427 1.757 -2.830 0.003
H 4.033 -0.660 -3.855 0.003
H 4.357 1.035 -4.183 -0.002
H 2.927 0.281 -4.867 0.000
H 1.240 -2.633 -1.797 -0.002
H 2.891 -2.134 -2.079 -0.005
H 0.752 -2.675 -4.240 0.000
H 2.158 -3.659 -3.875 0.000
H 2.371 -2.081 -4.616 0.000
```